# 1
ORCA calculation (ωB97M-V with the def2-TZVPD basis set) on C20H23N3O4S3 in the gas phase.

Each line ends with the Löwdin charge.
Positions of all 53 atoms, in Å:
H -0.74978 2.38981 1.01403  0.08
C 5.62389 0.50022 1.94620  -0.26
H 6.13650 -1.30553 3.01401  0.07
C -2.34173 -1.23270 3.25636  -0.05
H 6.98379 0.13292 3.58336  0.07
H -5.46028 0.82418 0.99684  0.11
C -2.32138 -0.35945 -0.89760  -0.17
C 6.03294 -0.24136 3.21235  -0.11
H -3.01196 -1.13600 2.40636  0.05
C -0.44894 1.11370 2.73499  -0.58
S 0.61926 -2.15588 -2.85673  1.07
C 1.45051 0.86020 0.23261  -0.54
C 4.28484 -0.00313 1.41590  -0.19
H -1.33663 2.79054 -3.14569  0.10
C -2.18717 0.10638 3.95828  -0.20
H -3.91528 2.46912 -0.01079  0.12
C 0.10547 -0.43144 -1.01338  -0.31
H -2.97623 -2.33580 -0.44596  0.11
C 3.88190 0.73933 0.14205  -0.18
H -0.17655 3.23320 2.48107  0.10
N -1.11469 -0.83252 -1.47668  -0.05
H 3.51425 0.13652 2.17714  0.10
H -1.37484 -1.58518 2.90711  0.08
H -1.47570 0.01855 4.78623  0.12
H 5.54671 1.56876 2.15833  0.11
H 6.38982 0.36473 1.18001  0.11
H 3.87149 1.81957 0.31080  0.09
H 5.28345 -0.10877 3.98908  0.07
H -1.88401 1.10158 -3.24101  0.10
O -1.85701 2.00966 -1.36657  -0.09
C 1.17143 -1.03446 -1.64236  -0.36
C 2.51786 -0.70190 -1.29267  -0.43
H -5.02479 -1.59962 0.71228  0.11
N 0.23427 0.50280 -0.05950  0.15
S 1.62203 2.18276 1.35818  1.07
C -4.34151 -0.86904 0.30788  -0.10
O -1.73083 1.13965 3.07418  0.00
H -2.74831 -1.95846 3.95480  0.08
S -2.35523 -2.33378 -3.29773  0.65
O 3.53904 -1.16830 -1.74233  0.07
C -1.30371 1.81730 -2.65445  -0.05
C -3.20220 -1.28504 -0.35200  -0.04
C -3.72741 1.41036 -0.09573  0.01
H -3.14648 0.47148 4.32886  0.12
N 2.56442 0.32716 -0.30948  0.02
C -1.06095 -1.74786 -2.49302  -1.08
H -0.26112 1.48892 -2.60296  0.09
H 4.57912 0.50094 -0.66484  0.13
C -4.58710 0.48692 0.45994  -0.07
O 0.34436 0.27949 3.07543  0.09
H 4.35458 -1.06979 1.19370  0.13
C -2.60144 1.00855 -0.81489  -0.22
C -0.09945 2.32383 1.88550  -0.32

For the energy above the lowest of the compared OMol25 structures with the same formula, charge and spin, the calculation gives 0.067 eV. The HOMO-LUMO gap is 8.11 eV. The structure (SMILES) is CCCCn1c(SCC(=O)OCC)nc2c(sc(=S)n2-c2ccccc2OC)c1=O. Its spin multiplicity is 1.



# 2
ORCA calculation (ωB97M-V with the def2-TZVPD basis set) on C22H34Br36FNO4PS as an isolated structure.

Each line ends with the Löwdin charge.
Positions of all 100 atoms, in Å:
Br 7.90644 2.45448 -6.48989  0.59
H 0.01610 4.53433 3.35471  -0.05
Br -0.52633 4.22173 -4.57057  0.63
Br -0.90141 -0.96071 -7.35012  0.59
H -2.69841 2.31332 4.08763  0.01
Br -8.04467 -0.03531 3.67969  0.60
H -8.51935 -1.25782 1.58124  -0.05
C -5.28401 -1.67281 2.04244  -1.55
H 4.85464 0.36025 0.35784  0.09
C -0.64636 5.19741 3.89371  -1.62
Br -1.86737 -4.66379 1.02382  0.56
C 2.70161 -0.02485 1.21651  -0.20
C 1.77015 -6.29692 -0.65477  -1.65
H -1.53881 4.24438 -1.78773  0.04
Br -4.56995 -5.79815 -0.23638  0.59
C 3.73316 1.99686 3.06293  0.02
H -1.95724 -0.82940 4.75101  0.05
H 0.88433 -1.66747 0.42881  0.09
C -2.07579 0.94038 7.93490  -1.62
Br -3.17655 -0.59569 7.53760  0.60
Br -3.43854 -1.10531 2.28171  0.75
F -3.08340 2.95713 -2.03236  -0.05
Br -6.14746 -2.99990 -2.91959  0.51
Br -0.50921 0.93652 6.82677  0.66
H 3.40544 -0.32324 1.99223  0.11
Br -2.45433 4.77487 3.32574  0.67
Br 4.07248 -5.46440 -3.50542  0.59
C -0.97238 2.37528 0.75000  -0.36
C 3.91612 -7.16379 -4.39558  -1.62
C 0.33823 -1.09436 1.16659  -0.22
Br -8.41651 -5.05794 -2.08880  0.58
O 2.39197 3.36916 1.62192  0.06
C -9.03321 -0.44305 2.07205  -1.65
Br -5.71951 -3.14169 3.18781  0.63
C 1.29375 -0.08238 1.79709  -0.18
Br 10.50923 0.70796 -5.92890  0.58
H 1.37884 -0.34460 2.84396  0.11
Br 7.62645 0.78448 -2.58504  0.57
O -2.78504 1.34259 4.07529  -0.18
Br 0.02256 6.65490 -2.59846  0.61
H 0.01728 -1.81534 1.90737  0.10
C -0.82965 -0.50586 0.42239  -0.37
Br 3.52489 -8.56617 -3.13960  0.60
H -0.14466 2.11290 0.10435  0.07
Br 1.41349 -7.79245 0.49087  0.60
H 4.78546 1.83459 2.86668  0.09
Br 5.02771 2.52817 -3.14455  0.59
Br 1.43777 3.85284 -2.08410  0.61
H -8.60712 -2.80422 -3.07651  -0.03
Br 1.90996 -4.65658 0.34502  0.56
H 0.82506 -0.61882 -5.61818  -0.03
H 4.87635 -7.38381 -4.83670  -0.03
H -5.91471 -0.84365 2.32909  -0.10
H -1.15213 2.53310 -1.80180  0.07
O -0.34373 1.64764 3.75593  -0.32
H -2.99710 2.90876 0.33380  0.10
N 2.99821 1.31633 0.70111  -0.11
H 1.58183 5.37858 -4.01864  -0.03
Br -2.73829 -3.80175 -1.89831  0.51
H 10.28181 2.93737 -6.95492  -0.03
Br -0.38436 4.87576 5.76454  0.61
H 2.72970 -6.46802 -1.12198  -0.11
H 2.84728 -0.74370 0.41930  0.12
C 9.79417 2.48095 -6.10707  -1.63
C 0.74679 5.07020 -3.40782  -1.61
C 6.91347 2.56050 -2.76368  -1.64
O -1.28596 -0.68392 4.05351  -0.21
H 3.60678 2.85243 3.70572  0.09
H 7.40147 3.01759 -3.61269  -0.11
Br 10.19478 3.57069 -4.57155  0.60
H -1.90145 4.25585 0.48039  0.08
Br -10.80645 -1.04581 2.47432  0.61
C -2.01026 3.26573 0.06560  -0.21
H 4.98218 2.11047 0.54475  0.07
Br 1.15197 -3.02506 -6.05987  0.57
C -1.86677 3.27055 -1.44889  -0.26
S -1.75373 0.80541 1.27314  0.93
Br -0.18518 6.99071 3.40915  0.63
Br -9.03225 1.04245 0.85474  0.59
C 2.99267 2.28724 1.77912  -0.44
H -1.54597 -1.30013 0.25161  0.03
H -0.50881 2.81120 1.62542  0.05
C 0.12797 -1.42300 -5.79756  -1.65
H 4.35140 1.39818 -0.95384  -0.01
Br 7.31071 3.64850 -1.22954  0.59
Br -1.65596 1.06429 9.80074  0.62
Br -5.58676 -2.05847 0.19361  0.57
H 3.32435 1.11299 3.53746  0.08
H -0.56038 -0.13861 -0.55882  0.11
C -2.77973 -5.20201 -0.58388  -1.61
P -1.46664 0.75100 3.47844  0.19
Br -8.15225 -4.11108 -5.11692  0.60
Br 0.48192 -6.15988 -2.07458  0.59
H 0.89967 0.92855 1.78392  0.06
C 4.39068 1.30977 0.12290  -0.06
H -2.23190 -6.03871 -0.99163  -0.07
H -2.64978 1.81748 7.67560  -0.03
Br -0.98480 -1.56876 -4.23201  0.53
Br 2.62859 -7.11007 -5.81976  0.58
C -7.93528 -3.62530 -3.27560  -1.63

The net charge is +1. The HOMO-LUMO gap is 8.65 eV. Its spin multiplicity is 1.



# 3
ORCA calculation (ωB97M-V with the def2-TZVPD basis set) on an isolated ion of composition C5H7ClNOS and charge +1.

Each line ends with the Löwdin charge.
Positions of all 16 atoms, in Å:
H 0.42087 1.43598 -1.81447  0.10
C 1.20585 0.76862 1.79060  -0.88
H 0.25788 -2.09612 -1.42062  0.15
H 0.10313 -0.21668 -2.47687  0.09
Cl 2.49347 1.26724 2.75862  0.81
H 0.25187 -2.14394 0.33171  0.08
C -1.01050 0.49795 0.84304  -0.30
O -2.08809 0.41645 0.44487  0.24
H -1.15215 0.54879 -2.07675  0.14
N 0.14203 -0.18374 -0.39977  -0.55
S 1.72600 0.12030 0.21245  1.07
C -0.18889 0.93484 1.84923  -0.06
C -0.17045 -1.59922 -0.44936  -0.07
H -0.68770 1.34249 2.69988  0.14
C -0.08102 0.48230 -1.68254  -0.08
H -1.22230 -1.57525 -0.61002  0.10

For the energy above the lowest of the compared OMol25 structures with the same formula, charge and spin, the calculation gives 0.891 eV. The net charge is +1. The HOMO-LUMO gap is 8.92 eV. The structure (SMILES) is C[N+]1(C)SC(Cl)=CC1=O. Its spin multiplicity is 1.



no.,LUMO energy (eV)
1,0.190
2,-2.929
3,-5.342